[1]
{"formula": "C38H75FN3O5PS", "method": "ωB97M-V/def2-TZVPD", "de_lowest_ev": 0.0000, "spin_multiplicity": 1, "lumo_energy_ev": 0.52, "charge": 0, "orbital_gap_ev": 8.46, "smiles": "C=CC[C@@](C#N)([PH2]=S)[C@@](C#N)(CCCF)CCCCn1cccc1.CCOCC.CCOCC.CCOCC.CCOCC.CCOCC", "elements": ["C", "C", "C", "C", "C", "N", "P", "S", "C", "C", "N", "C", "C", "C", "F", "C", "C", "C", "C", "N", "C", "C", "C", "C", "H", "H", "H", "H", "H", "H", "H", "H", "H", "H", "H", "H", "H", "H", "H", "H", "H", "H", "H", "H", "H", "H", "H", "H", "H", "C", "C", "O", "C", "C", "H", "H", "H", "H", "H", "H", "H", "H", "H", "H", "C", "C", "O", "C", "C", "H", "H", "H", "H", "H", "H", "H", "H", "H", "H", "C", "C", "O", "C", "C", "H", "H", "H", "H", "H", "H", "H", "H", "H", "H", "C", "C", "O", "C", "C", "H", "H", "H", "H", "H", "H", "H", "H", "H", "H", "C", "C", "O", "C", "C", "H", "H", "H", "H", "H", "H", "H", "H", "H", "H"], "coordinates": [[4.87007, -3.51225, 2.65191], [5.29472, -2.83645, 1.59068], [5.97095, -1.49939, 1.66781], [5.25133, -0.28801, 1.00896], [6.24458, 0.73078, 0.73524], [7.02741, 1.55258, 0.60193], [4.61978, -0.82478, -0.71042], [6.03961, -0.89900, -2.03345], [4.04671, 0.31756, 1.84507], [2.90042, -0.54468, 1.57308], [2.01418, -1.17760, 1.25357], [4.28087, 0.24138, 3.36776], [5.56730, 0.90856, 3.88444], [5.41469, 2.35088, 4.36154], [5.40440, 2.37474, 5.75373], [3.72948, 1.74774, 1.35885], [2.26005, 2.20348, 1.39088], [1.62504, 2.40255, 2.77763], [0.73852, 1.27945, 3.29574], [-0.32172, 0.87189, 2.38214], [-0.91028, 1.55396, 1.34779], [-1.87824, 0.74131, 0.80216], [-1.89203, -0.46441, 1.53146], [-0.92185, -0.35623, 2.50688], [4.86162, -3.02785, 3.61931], [4.55778, -4.54089, 2.59360], [5.17284, -3.29766, 0.62045], [6.91721, -1.60833, 1.14024], [6.22221, -1.31338, 2.70629], [3.65280, 0.13755, -1.03853], [3.94499, -2.03967, -0.58113], [3.44589, 0.63831, 3.93479], [4.33215, -0.81092, 3.62954], [5.85894, 0.36406, 4.78001], [6.40616, 0.83210, 3.20127], [4.49819, 2.81820, 4.01661], [6.27199, 2.93792, 4.04159], [4.29494, 2.46540, 1.94480], [4.06238, 1.89432, 0.33470], [2.27377, 3.18700, 0.92272], [1.63777, 1.59814, 0.74048], [2.39456, 2.58210, 3.52492], [1.02369, 3.30749, 2.74707], [0.26234, 1.64844, 4.20553], [1.28838, 0.39773, 3.60304], [-0.61077, 2.54228, 1.05645], [-2.50753, 0.97885, -0.03599], [-2.51099, -1.32945, 1.37941], [-0.61452, -1.03808, 3.27642], [-6.51510, 2.97555, -2.98036], [-5.85103, 3.00640, -1.61482], [-4.43810, 2.91475, -1.65567], [-3.76533, 3.93886, -2.36196], [-4.00684, 5.33439, -1.81142], [-6.23791, 2.06799, -3.51892], [-7.59991, 3.00066, -2.87387], [-6.22641, 3.82738, -3.59690], [-6.17919, 2.14539, -1.03220], [-6.15936, 3.89727, -1.05572], [-4.01405, 3.89646, -3.42853], [-2.70482, 3.69784, -2.28057], [-5.05481, 5.62774, -1.88415], [-3.41870, 6.06439, -2.36863], [-3.72070, 5.38368, -0.75972], [-0.55481, -1.11010, 8.61308], [0.61158, -0.97900, 7.64946], [0.47400, 0.07968, 6.71786], [0.36165, 1.38132, 7.26646], [1.55658, 1.80704, 8.10270], [-1.48875, -1.24212, 8.06538], [-0.40703, -1.97237, 9.26372], [-0.66319, -0.23005, 9.24813], [0.68666, -1.88518, 7.04772], [1.55704, -0.88671, 8.19574], [-0.56697, 1.47515, 7.83986], [0.26561, 2.05075, 6.41094], [1.68712, 1.17548, 8.98216], [1.42578, 2.83284, 8.44796], [2.47501, 1.75135, 7.51544], [-10.98732, 2.82735, -6.62628], [-10.45174, 3.03068, -5.21936], [-9.59030, 4.14607, -5.08495], [-10.14684, 5.40863, -5.40030], [-11.34384, 5.79036, -4.54600], [-10.16526, 2.72455, -7.33578], [-11.59833, 1.92520, -6.66738], [-11.60701, 3.66296, -6.95413], [-9.85166, 2.16657, -4.93292], [-11.27432, 3.09337, -4.49782], [-10.40019, 5.46031, -6.46531], [-9.34369, 6.12752, -5.23703], [-12.18207, 5.10649, -4.68530], [-11.68647, 6.79201, -4.80699], [-11.07698, 5.77682, -3.48834], [1.50241, -4.27614, 0.68996], [1.15603, -3.94255, -0.74609], [2.21794, -4.19506, -1.65397], [2.66770, -5.53370, -1.74315], [1.59882, -6.51698, -2.18794], [2.39137, -3.71970, 0.98845], [0.68361, -3.99796, 1.35336], [1.70766, -5.33876, 0.83770], [0.95555, -2.87371, -0.82413], [0.24166, -4.45632, -1.06326], [3.11557, -5.85279, -0.79449], [3.47382, -5.52017, -2.47852], [0.77446, -6.57653, -1.47614], [2.02576, -7.51561, -2.28636], [1.18354, -6.21770, -3.15181], [3.24534, -2.96160, -4.85787], [4.16990, -3.32240, -6.00597], [4.62071, -4.66662, -5.97701], [3.61676, -5.66030, -6.03418], [2.75833, -5.60769, -7.28684], [3.73318, -3.15057, -3.90076], [2.97505, -1.90622, -4.90766], [2.32161, -3.54211, -4.87668], [5.07175, -2.71267, -5.95265], [3.69813, -3.09847, -6.97000], [2.98845, -5.62253, -5.13557], [4.14882, -6.61182, -6.00162], [2.19319, -4.67754, -7.35688], [2.04326, -6.43125, -7.28680], [3.38137, -5.68564, -8.17892]], "forces_ev_per_angstrom": [[0.3, 0.5, -0.1], [-0.5, -0.3, 0.2], [0.0, -0.4, -0.4], [-0.8, -0.6, 0.0], [-0.2, 0.0, 0.3], [0.5, 0.5, -0.1], [1.1, 0.2, -1.0], [-0.1, -0.1, 0.2], [0.2, 0.1, 0.2], [0.9, 0.9, 0.1], [-1.4, -1.0, -0.3], [0.9, -0.1, 0.1], [-0.4, 0.1, 0.3], [0.5, -0.2, -0.2], [-0.2, 0.1, 0.1], [-0.7, 0.3, -0.1], [0.4, 0.4, 0.2], [-0.2, -0.4, -0.4], [-0.6, 0.6, 0.2], [0.2, -0.6, 0.2], [-0.1, -0.3, 0.0], [0.0, 0.2, -0.1], [0.5, -0.1, 0.6], [-0.3, 0.4, -0.6], [0.2, -0.2, 0.2], [-0.3, -0.1, -0.1], [0.3, -0.1, -0.2], [0.2, 0.0, -0.1], [0.0, 0.3, 0.1], [-0.2, -0.1, 0.4], [-0.3, 0.2, 0.4], [-0.3, 0.1, -0.2], [-0.1, -0.2, 0.0], [0.2, -0.1, 0.1], [0.0, 0.0, -0.2], [-0.1, 0.1, 0.0], [0.0, 0.2, 0.0], [0.3, -0.1, 0.1], [0.2, -0.2, -0.1], [0.0, 0.1, -0.1], [-0.1, -0.3, 0.0], [0.1, 0.1, 0.1], [-0.1, 0.1, 0.0], [0.0, 0.0, 0.2], [0.1, -0.2, -0.2], [0.1, 0.1, 0.1], [-0.1, 0.2, -0.1], [-0.1, 0.0, -0.1], [0.1, -0.1, 0.1], [0.1, 0.0, -0.1], [-0.1, 0.0, 0.0], [0.1, -0.1, 0.1], [0.0, 0.1, -0.1], [-0.1, 0.0, 0.1], [0.0, 0.0, 0.0], [0.0, 0.0, 0.0], [-0.1, 0.0, 0.0], [0.1, 0.0, 0.0], [0.0, 0.0, 0.0], [0.0, 0.0, 0.0], [0.0, -0.1, 0.0], [0.0, 0.0, -0.1], [0.0, 0.0, 0.0], [0.0, 0.0, 0.0], [-0.1, 0.1, 0.0], [0.0, -0.1, 0.1], [0.0, 0.0, -0.2], [0.0, 0.1, 0.1], [0.1, -0.1, 0.0], [0.0, 0.0, 0.0], [0.0, 0.0, 0.0], [0.0, 0.0, 0.0], [0.0, 0.0, -0.1], [0.0, 0.0, 0.0], [0.0, 0.0, 0.0], [0.0, -0.1, 0.0], [0.0, 0.0, 0.0], [0.0, 0.0, 0.0], [0.0, 0.0, 0.0], [0.0, 0.1, 0.0], [-0.1, -0.1, 0.0], [0.2, 0.0, 0.1], [-0.1, 0.1, -0.1], [0.0, -0.1, 0.0], [0.0, 0.0, 0.0], [0.0, 0.0, 0.0], [-0.1, 0.0, 0.0], [0.1, 0.0, 0.0], [0.0, 0.0, 0.0], [-0.1, 0.0, 0.0], [0.1, -0.1, 0.0], [0.0, 0.0, -0.1], [0.0, 0.0, 0.0], [0.0, 0.0, 0.0], [0.2, -0.2, 0.1], [-0.1, 0.0, 0.1], [0.1, 0.2, -0.1], [0.1, -0.1, 0.0], [-0.1, 0.1, 0.0], [0.0, 0.0, 0.1], [0.0, 0.1, 0.0], [-0.1, 0.0, -0.1], [0.0, 0.0, 0.0], [0.0, -0.1, 0.0], [-0.1, 0.0, 0.0], [0.0, 0.1, 0.0], [0.0, 0.0, 0.0], [0.0, 0.0, 0.0], [0.0, 0.0, 0.0], [0.0, -0.1, 0.1], [-0.1, 0.1, 0.0], [0.2, 0.0, 0.0], [-0.1, -0.1, 0.0], [0.0, 0.1, 0.0], [0.0, 0.0, 0.0], [0.0, 0.0, 0.0], [0.0, 0.1, 0.0], [0.1, -0.1, 0.0], [0.0, 0.0, 0.0], [0.0, 0.0, 0.0], [0.1, 0.0, 0.0], [0.0, 0.0, 0.0], [0.0, 0.0, 0.0], [0.0, 0.0, 0.0]]}

[2]
{"formula": "C7H6F3N", "method": "ωB97M-V/def2-TZVPD", "de_lowest_ev": 0.0000, "spin_multiplicity": 1, "lumo_energy_ev": 0.86, "charge": 0, "orbital_gap_ev": 9.37, "smiles": "Nc1ccc(C(F)(F)F)cc1", "elements": ["N", "C", "C", "C", "C", "C", "F", "F", "F", "C", "C", "H", "H", "H", "H", "H", "H"], "coordinates": [[3.05434, -0.06991, -0.05514], [1.63391, -0.04338, -0.01538], [0.96281, 1.14895, -0.00520], [-0.46574, 1.27669, -0.02442], [-1.20305, -0.00884, 0.01062], [-2.68738, 0.03146, -0.01868], [-3.16235, 1.22266, -0.01262], [-3.12594, -0.66241, -1.07070], [-3.15669, -0.71152, 1.05009], [-0.46337, -1.18855, -0.01951], [0.91983, -1.24722, -0.06860], [3.38829, -1.02188, 0.30928], [3.61890, 0.86717, 0.20777], [1.43174, 2.35617, -0.05552], [-0.93995, 2.33047, -0.03946], [-1.09194, -2.04132, -0.10327], [1.28660, -2.23855, -0.08927]], "forces_ev_per_angstrom": [[1.0, 0.3, 1.2], [2.2, -0.4, -0.1], [-2.1, 5.7, -0.4], [0.2, -2.1, 0.3], [2.4, 3.9, -0.2], [1.8, -3.4, 0.9], [-1.3, 1.6, 0.1], [-0.8, 0.1, -1.0], [-0.3, 0.9, 0.0], [-0.8, 1.1, -0.3], [-1.6, 1.1, 0.4], [-0.1, 2.5, -0.6], [-2.0, -3.4, -0.6], [-0.5, -4.2, 0.3], [0.7, -2.2, 0.0], [0.0, -1.1, 0.1], [1.1, -0.6, -0.1]]}

[3]
{"formula": "C2H3CsO2P", "method": "ωB97M-V/def2-TZVPD", "spin_multiplicity": 1, "lumo_energy_ev": -3.93, "charge": 1, "orbital_gap_ev": 7.95, "elements": ["O", "C", "H", "P", "C", "O", "Cs", "H", "H"], "coordinates": [[3.76889, -1.21882, 0.99574], [3.67405, -0.70513, -0.04596], [3.92819, -0.17998, -1.71381], [4.02401, 0.88261, -0.56672], [-3.81630, -0.34643, 0.46193], [-3.30910, 0.72216, 0.19274], [-0.14768, 2.56463, -0.37520], [-4.91546, -0.45668, 0.48381], [-3.20661, -1.26237, 0.56747]], "forces_ev_per_angstrom": [[-1.0, -2.2, -1.9], [1.3, 2.3, 5.7], [0.4, 2.1, -0.4], [-0.8, -2.1, -3.4], [0.1, 0.4, -0.9], [0.1, -0.5, 0.3], [-0.1, -0.2, 0.0], [0.2, 0.0, 0.3], [-0.1, 0.1, 0.2]]}

[4]
{"formula": "C25H18BrN3O8OsP2", "method": "ωB97M-V/def2-TZVPD", "de_lowest_ev": 0.3703, "spin_multiplicity": 5, "lumo_energy_ev": [-0.75, -2.46], "charge": 0, "orbital_gap_ev": [7.45, 5.81], "elements": ["Os", "Br", "C", "C", "C", "C", "C", "C", "N", "N", "C", "C", "C", "C", "O", "C", "N", "C", "C", "C", "C", "H", "H", "H", "H", "H", "H", "H", "H", "H", "O", "P", "O", "O", "O", "P", "O", "O", "O", "H", "H", "C", "C", "C", "C", "C", "C", "C", "C", "C", "C", "H", "H", "H", "H", "H", "H", "H"], "coordinates": [[2.28839, -1.34239, -0.73375], [-3.46357, 1.18094, 4.92035], [-2.86536, 2.43069, 3.63372], [-1.50597, 2.61069, 3.43839], [-1.06998, 3.53515, 2.49988], [-1.99023, 4.29100, 1.77650], [-3.34631, 4.12862, 2.01750], [-3.79112, 3.18408, 2.93254], [-1.59148, 5.35575, 0.88491], [-0.56082, 5.25654, 0.18272], [0.06812, 4.02477, -0.14568], [1.43685, 4.05537, -0.19524], [2.19703, 2.88572, -0.33428], [1.58540, 1.68073, -0.51694], [2.30931, 0.55546, -0.51073], [0.17479, 1.65946, -0.76578], [-0.34046, 0.50744, -1.25981], [-1.62394, 0.45462, -1.51909], [-2.48970, 1.54304, -1.31060], [-1.97880, 2.71832, -0.84113], [-0.60084, 2.81823, -0.54142], [-0.79177, 2.03136, 4.01336], [-0.01102, 3.70806, 2.36153], [-4.05255, 4.74227, 1.46877], [-4.85140, 3.04076, 3.10672], [1.92020, 5.00885, -0.01832], [3.27973, 2.90502, -0.27395], [-1.99974, -0.48129, -1.93061], [-3.54560, 1.45028, -1.53803], [-2.62243, 3.57606, -0.72892], [6.22117, -0.97137, -2.09333], [4.83188, -1.50648, -1.58576], [3.71251, -1.07438, -2.52279], [4.51579, -1.12827, -0.15358], [4.96439, -3.09881, -1.68638], [3.61830, -4.01521, -1.90480], [3.23510, -3.75137, -3.42018], [3.85132, -5.41116, -1.59231], [2.52689, -3.26986, -1.03417], [6.94350, -1.12614, -1.45711], [3.34251, -2.81079, -3.66188], [-2.51973, -4.08164, -1.53769], [-1.54509, -3.46276, -2.35229], [-0.53712, -2.73988, -1.78464], [-0.42947, -2.61575, -0.37858], [0.61744, -1.87310, 0.25186], [0.65754, -1.75691, 1.61967], [-0.29803, -2.40991, 2.42840], [-1.29419, -3.13885, 1.85215], [-1.39562, -3.24687, 0.43502], [-2.44509, -3.97386, -0.17937], [-3.32759, -4.63948, -1.99579], [-1.60222, -3.56689, -3.42956], [0.18947, -2.24040, -2.41711], [1.44158, -1.17608, 2.09749], [-0.22753, -2.33146, 3.50791], [-2.02408, -3.65341, 2.46811], [-3.19034, -4.44447, 0.45405]], "forces_ev_per_angstrom": [[-0.5, 0.7, 0.1], [0.0, 0.0, 0.0], [0.0, 0.1, 0.0], [0.2, 0.0, -0.1], [0.0, 0.1, 0.2], [0.0, -0.1, -0.3], [-0.1, 0.0, -0.1], [-0.1, 0.0, -0.1], [1.0, -0.3, 0.4], [-1.2, 0.1, -0.5], [0.1, -0.3, 0.2], [0.0, 0.2, 0.3], [0.5, 0.1, 0.1], [-0.2, -0.4, -0.1], [-0.2, 0.1, 0.1], [0.0, -0.3, -0.1], [-0.1, 0.0, 0.0], [0.1, -0.1, 0.0], [-0.1, 0.0, 0.0], [0.1, 0.0, 0.0], [-0.1, 0.1, -0.1], [-0.1, 0.1, -0.1], [0.0, -0.1, 0.0], [0.0, 0.0, 0.1], [0.1, 0.0, 0.0], [0.1, -0.1, 0.0], [-0.1, 0.1, 0.1], [0.0, 0.1, 0.1], [0.1, 0.0, 0.0], [0.0, 0.1, 0.0], [0.2, 0.0, 0.4], [0.7, -0.1, 0.0], [0.0, -0.2, 0.3], [-0.3, -0.3, -0.3], [-0.1, 0.0, -0.2], [-0.1, 0.0, 0.1], [0.1, 0.3, -0.1], [0.0, 0.0, 0.0], [0.4, 0.1, -0.3], [-0.3, 0.1, -0.3], [-0.1, -0.2, 0.1], [0.0, 0.0, -0.1], [-0.2, -0.1, 0.0], [0.2, 0.0, 0.1], [0.0, 0.0, 0.0], [0.1, -0.1, 0.0], [0.1, 0.1, 0.0], [0.0, 0.0, 0.1], [0.0, 0.0, -0.1], [0.0, 0.0, 0.1], [0.0, 0.0, 0.1], [0.1, 0.0, 0.0], [0.0, 0.0, 0.1], [0.0, 0.0, 0.0], [0.0, 0.0, 0.0], [0.0, 0.0, -0.1], [0.0, 0.0, 0.0], [0.1, 0.0, 0.0]]}

F_max
In order: 0.03465 0.11896 0.12224 0.02462
Unit: Eh/bohr
Total energy
In order: -78167.69905 -16997.95333 -16045.26002 -138158.87190
Unit: eV